(a)
Density functional theory data (wB97M-V/def2-TZVPD) for C5H14N3 as an isolated structure.

M = 116.2 g/mol
Highest occupied orbital energy = -13.7 eV
Gap between HOMO and LUMO = 10.987 eV
Total charge = +1

The geometry in XYZ format:
```
22
C5H14N3 wB97M-V/def2-TZVPD
C -0.714 0.899 0.674
C -1.227 -0.070 -0.307
C 1.661 0.305 0.460
C 1.197 2.607 0.180
C -1.234 -2.311 -1.002
N 0.720 1.230 0.428
N 1.486 -0.958 0.278
N -0.918 -1.445 0.115
H -1.274 1.728 0.781
H -0.666 0.338 1.678
H -2.355 0.107 -0.430
H -0.958 0.157 -1.331
H 3.019 0.960 0.511
H 2.000 2.977 0.832
H 1.569 2.719 -0.947
H 0.354 3.389 0.290
H -0.910 -3.189 -0.550
H -2.316 -2.591 -1.173
H -0.727 -2.075 -1.941
H 0.393 -1.398 0.237
H 2.329 -1.553 0.345
H -1.428 -1.826 0.871
```



(b)
Density functional theory data (wB97M-V/def2-TZVPD) for a 2-piece molecular cluster, C5H14N3 overall.

M = 116.2 g/mol
Highest occupied orbital energy = -13.5 eV
Gap between HOMO and LUMO = 10.038 eV
Total charge = +1

The geometry in XYZ format:
```
22
C5H14N3 wB97M-V/def2-TZVPD
C 2.010 1.701 -1.469
N 1.051 0.654 -1.749
C -0.217 0.811 -1.948
N -1.052 -0.224 -2.184
H 2.594 1.956 -2.356
H 2.691 1.364 -0.663
H 1.439 2.574 -1.109
H 1.446 -0.253 -1.804
H -0.671 1.818 -1.951
H -0.619 -1.159 -2.039
H -1.998 -0.169 -1.906
C -1.484 -2.063 1.620
C -0.210 -1.213 1.555
C -0.019 1.059 1.913
N -0.511 0.131 1.144
H -1.149 -2.959 2.171
H -2.265 -1.604 2.237
H -1.897 -2.402 0.660
H 0.442 -1.686 0.783
H 0.289 -1.257 2.525
H 0.508 0.813 2.853
H -0.378 2.109 1.716
```



Most stable: (b) (next structure +43.8 kcal/mol)



(a)
Density functional theory data (wB97M-V/def2-TZVPD) for a single C3H9N5 molecule.

M = 115.1 g/mol
Highest occupied orbital energy = -8.4 eV
Gap between HOMO and LUMO = 9.279 eV

The geometry in XYZ format:
```
17
C3H9N5 wB97M-V/def2-TZVPD
C -1.209 -0.928 0.304
C -0.144 -0.232 -0.524
C -0.033 1.144 0.129
N -0.712 -1.739 1.190
N 1.176 -0.880 -0.431
N -0.570 -0.141 -1.912
N 0.616 1.137 1.333
N -0.569 2.132 -0.447
H -1.331 -2.250 1.803
H 0.292 -1.911 1.303
H -0.558 0.835 -2.195
H -1.531 -0.456 -1.989
H 1.846 -0.317 -0.954
H 1.111 -1.771 -0.924
H 0.885 2.018 1.740
H 1.201 0.343 1.531
H -0.473 3.016 0.045
```



(b)
Density functional theory data (wB97M-V/def2-TZVPD) for C3H9N5 as an isolated structure.

M = 115.1 g/mol
Highest occupied orbital energy = -7.2 eV
Gap between HOMO and LUMO = 7.402 eV

The geometry in XYZ format:
```
17
C3H9N5 wB97M-V/def2-TZVPD
C -1.611 1.830 -0.020
C -1.385 0.300 0.097
C 0.877 0.307 0.035
H -2.711 2.064 -0.029
H -1.000 2.435 0.669
H -1.103 2.016 -0.955
H -2.592 -2.443 -0.335
H -0.946 -1.743 -0.340
H 0.982 1.313 0.479
H 1.514 -1.465 -0.352
H 4.154 -0.593 -0.592
H 3.431 -0.704 1.165
N -2.420 -0.515 -0.032
N -2.007 -1.864 0.185
N -0.301 -0.376 0.140
N 1.893 -0.496 -0.220
N 3.224 -0.065 0.105
```



Most stable: (a) (next structure +104.3 kcal/mol)



(a)
Density functional theory data (wB97M-V/def2-TZVPD) for a single C3H9N5 molecule.

M = 115.1 g/mol
Highest occupied orbital energy = -7.0 eV
Gap between HOMO and LUMO = 8.079 eV

The geometry in XYZ format:
```
17
C3H9N5 wB97M-V/def2-TZVPD
C 0.046 0.527 -0.735
C 0.533 -0.666 0.027
N 0.644 0.855 -1.935
N 1.078 -0.249 1.303
N 1.480 -1.454 -0.748
N -2.551 0.923 1.361
C -1.983 0.313 0.324
N -1.124 0.965 -0.410
H 1.634 0.664 -1.981
H 0.326 1.721 -2.341
H 1.238 -1.049 1.907
H 1.965 0.228 1.171
H 1.778 -2.273 -0.228
H 1.075 -1.749 -1.630
H -3.406 0.563 1.748
H -2.141 1.734 1.814
H -0.591 -1.053 0.354
```



(b)
Density functional theory data (wB97M-V/def2-TZVPD) for a single C3H9N5 molecule.

M = 115.1 g/mol
Highest occupied orbital energy = -7.6 eV
Gap between HOMO and LUMO = 8.485 eV

The geometry in XYZ format:
```
17
C3H9N5 wB97M-V/def2-TZVPD
C -1.479 1.023 -1.537
C -0.617 0.719 -0.373
N -0.269 1.503 0.604
N 0.838 0.775 1.024
N 0.894 0.607 2.398
C 0.319 -0.418 -0.119
N 1.153 -0.799 -1.186
N -0.097 -1.516 0.687
H -2.034 1.939 -1.347
H -0.881 1.163 -2.441
H -2.181 0.208 -1.722
H 1.775 0.178 2.652
H 0.115 0.064 2.770
H 1.874 -1.455 -0.914
H 1.545 -0.017 -1.692
H 0.138 -2.437 0.331
H -1.093 -1.538 0.865
```



Most stable: (a) (next structure +21.3 kcal/mol)



(a)
Density functional theory data (wB97M-V/def2-TZVPD) for a single C3H9N5 molecule.

M = 115.1 g/mol
Highest occupied orbital energy = -6.4 eV
Gap between HOMO and LUMO = 7.385 eV

The geometry in XYZ format:
```
17
C3H9N5 wB97M-V/def2-TZVPD
N -1.285 -1.305 1.476
C -0.551 -0.447 0.702
C 0.732 -0.450 0.225
N 1.887 -1.009 0.645
N 0.589 0.431 -0.789
N 1.601 1.405 -0.959
C -0.908 0.774 -0.071
N -2.068 0.726 -0.866
H -2.191 -0.972 1.787
H -1.349 -2.275 1.184
H 1.804 -1.691 1.388
H 2.563 -1.278 -0.059
H 2.386 1.227 -0.334
H 1.938 1.362 -1.916
H -0.728 1.746 0.390
H -2.449 1.626 -1.124
H -1.971 0.130 -1.679
```



(b)
Density functional theory data (wB97M-V/def2-TZVPD) for C3H9N5 as an isolated structure.

M = 115.1 g/mol
Highest occupied orbital energy = -9.2 eV
Gap between HOMO and LUMO = 9.300 eV

The geometry in XYZ format:
```
17
C3H9N5 wB97M-V/def2-TZVPD
C -1.243 -0.492 1.449
C 0.368 1.588 0.159
C 0.358 -0.517 -1.240
H -1.784 -1.871 0.706
H -1.742 0.823 0.871
H -1.109 -0.661 2.781
H 0.706 -0.156 1.905
H 0.858 2.180 -0.717
H -0.624 1.629 1.934
H 2.546 -0.248 -1.612
H 0.969 -0.209 -3.157
H -1.082 -2.381 -1.435
N 0.119 -0.716 1.049
N 0.487 0.130 0.083
N 0.072 2.245 1.183
N 1.423 0.178 -2.078
N -0.323 -1.522 -1.883
```



Most stable: (a) (next structure +212.7 kcal/mol)



(a)
Density functional theory data (wB97M-V/def2-TZVPD) for a single C4H12N2O2 molecule.

M = 120.2 g/mol
Highest occupied orbital energy = -7.7 eV
Gap between HOMO and LUMO = 8.518 eV

The geometry in XYZ format:
```
20
C4H12N2O2 wB97M-V/def2-TZVPD
C -2.136 -0.644 -0.369
C -0.662 -1.012 -0.337
O -0.601 -2.419 -0.190
O -0.015 -0.677 -1.547
C 0.295 -0.344 0.933
C 0.072 1.109 0.811
N 1.638 1.538 0.806
N 2.229 1.606 -0.504
H -2.675 -1.267 -1.095
H -2.601 -0.808 0.608
H -2.292 0.394 -0.671
H 0.333 -2.649 -0.064
H -0.559 -1.056 -2.259
H -0.097 -0.754 1.866
H 1.276 -0.793 0.764
H -0.405 1.558 -0.058
H -0.379 1.526 1.712
H 1.769 2.412 1.323
H 1.663 1.122 -1.212
H 3.146 1.157 -0.518
```



(b)
Density functional theory data (wB97M-V/def2-TZVPD) for a 2-piece molecular cluster, C4H12N2O2 overall.

M = 120.2 g/mol
Highest occupied orbital energy = -9.0 eV
Gap between HOMO and LUMO = 9.753 eV

The geometry in XYZ format:
```
20
C4H12N2O2 wB97M-V/def2-TZVPD
N 1.612 -0.378 -2.868
C 0.306 -0.336 -2.241
C -0.017 -1.123 -0.995
N 0.451 -0.533 0.273
C -0.517 0.333 0.938
C -1.727 -0.483 1.424
O -1.636 -1.083 2.466
H 2.016 -1.296 -2.704
H 2.260 0.196 -2.342
H -0.478 -0.616 -2.969
H -0.045 0.693 -2.167
H 0.287 -2.173 -1.051
H -1.113 -1.232 -0.948
H 0.717 -1.267 0.915
H -0.055 0.701 1.841
H -0.879 1.152 0.322
H -2.695 -0.552 0.890
O 0.954 2.978 1.388
H 1.066 3.570 0.636
H 1.357 2.115 1.317
```



(c)
Density functional theory data (wB97M-V/def2-TZVPD) for a single C4H12N2O2 molecule.

M = 120.2 g/mol
Highest occupied orbital energy = -5.9 eV
Gap between HOMO and LUMO = 6.434 eV

The geometry in XYZ format:
```
20
C4H12N2O2 wB97M-V/def2-TZVPD
C -0.646 -1.375 -1.561
N -1.407 -1.358 -0.347
N -1.274 0.129 0.371
H -2.405 -1.370 -0.549
H -1.736 0.867 -0.165
H -1.749 -0.007 1.260
H -0.101 -2.316 -1.641
H 0.124 -0.528 -1.486
H -1.240 -1.184 -2.460
C 0.998 -0.542 1.374
C 0.268 0.628 0.747
C 0.774 1.125 -0.515
O 0.003 1.570 1.809
O 2.172 1.336 -0.543
H -0.023 2.445 1.404
H 2.500 1.049 -1.397
H 0.203 1.979 -0.908
H 0.538 -0.807 2.326
H 0.978 -1.406 0.715
H 2.024 -0.237 1.565
```



(d)
Density functional theory data (wB97M-V/def2-TZVPD) for a 2-piece molecular cluster, C4H12N2O2 overall.

M = 120.2 g/mol
Highest occupied orbital energy = -8.5 eV
Gap between HOMO and LUMO = 9.183 eV

The geometry in XYZ format:
```
20
C4H12N2O2 wB97M-V/def2-TZVPD
N 0.617 -1.508 -1.638
C 0.724 -1.568 -0.170
C 0.791 -0.224 0.623
C 0.095 1.005 -0.116
N -1.336 0.856 -0.014
C 0.429 2.232 0.832
O 1.558 2.306 1.253
H -0.225 -0.993 -1.826
H 1.537 -1.214 -1.944
H 1.478 -2.320 0.065
H -0.191 -1.987 0.217
H 1.744 0.140 1.016
H 0.315 -0.328 1.605
H 0.439 1.153 -1.140
H -1.615 0.105 0.578
H -1.883 1.210 -0.764
H -0.258 3.086 1.061
O -2.046 -2.062 -0.350
H -2.507 -2.192 -1.180
H -1.658 -2.861 0.057
```



Most stable: (b) (next structure +11.7 kcal/mol)



(a)
Density functional theory data (wB97M-V/def2-TZVPD) for C4H12N2O2 as an isolated structure.

M = 120.2 g/mol
Highest occupied orbital energy = -9.3 eV
Gap between HOMO and LUMO = 10.019 eV

The geometry in XYZ format:
```
20
C4H12N2O2 wB97M-V/def2-TZVPD
N -0.894 -2.978 -2.827
C -0.744 -2.001 -1.776
O -0.055 -2.181 -0.777
O -1.574 -0.978 -1.940
H -0.951 -3.956 -2.600
H -1.519 -2.624 -3.557
C 0.237 0.401 0.559
C 0.566 1.424 1.650
C 2.027 1.894 1.709
N -1.167 0.425 0.109
H 0.837 0.635 -0.299
H 0.495 -0.634 0.890
H 0.237 1.113 2.642
H -0.014 2.311 1.415
H 2.729 1.097 2.026
H 2.220 2.265 0.690
H 2.136 2.649 2.473
H -1.828 0.113 0.811
H -1.420 1.366 -0.289
H -1.317 -0.342 -0.911
```



(b)
Density functional theory data (wB97M-V/def2-TZVPD) for a single C4H12N2O2 molecule.

M = 120.2 g/mol
Highest occupied orbital energy = -8.1 eV
Gap between HOMO and LUMO = 9.037 eV

The geometry in XYZ format:
```
20
C4H12N2O2 wB97M-V/def2-TZVPD
C 2.156 -1.314 -0.330
N 1.134 -0.443 -0.862
C -0.324 -0.615 -0.644
N -0.995 0.196 -1.606
C -0.172 0.001 0.719
C 0.103 1.470 0.962
O -1.811 -0.235 1.317
O -2.627 0.783 0.624
H 2.768 -0.781 0.402
H 2.801 -1.672 -1.138
H 1.723 -2.191 0.155
H 1.378 0.445 -1.285
H -0.613 -1.666 -0.619
H -1.156 -0.354 -2.443
H -1.886 0.482 -1.180
H 0.293 -0.642 1.463
H -0.191 2.098 0.119
H 1.158 1.635 1.192
H -0.499 1.807 1.809
H -3.239 0.996 1.345
```



(c)
Density functional theory data (wB97M-V/def2-TZVPD) for a 2-piece molecular cluster, C4H12N2O2 overall.

M = 120.2 g/mol
Highest occupied orbital energy = -9.2 eV
Gap between HOMO and LUMO = 9.968 eV

The geometry in XYZ format:
```
20
C4H12N2O2 wB97M-V/def2-TZVPD
C 0.500 -0.755 -1.320
C 0.949 0.362 -0.457
N 2.346 0.209 0.064
C 0.131 0.530 0.810
C -1.269 0.798 0.463
N -1.524 2.067 0.025
O -2.143 -0.095 0.387
H 0.558 -1.833 -0.809
H 0.952 -0.767 -2.316
H -0.534 -0.707 -1.539
H 1.088 1.385 -0.964
H 3.098 0.629 -0.408
H 2.553 -0.778 0.226
H 0.231 -0.370 1.506
H 0.571 1.337 1.413
H -2.393 2.280 -0.419
H -0.794 2.808 0.066
O -0.990 -2.421 1.114
H -1.618 -1.661 0.909
H -1.712 -3.017 1.247
```



Most stable: (a) (next structure +9.6 kcal/mol)